C27H34N6NaSe as an isolated structure. Source: the OMol25 dataset; level of theory: the ωB97M-V functional and the def2-TZVPD basis.

Total charge   -1
E   -3941.50161 Ha
Highest occupied orbital energy   -3.13 eV
Kohn-Sham gap   0.198 Ha

Positions of all 69 atoms, in Å:
Na1 -0.03 -0.07 0.25
C1 -2.46 2.09 1.69
C2 -3.56 1.58 0.77
C3 -3.05 0.69 -0.38
N1 -2.17 -0.36 0.04
C4 -2.59 -1.45 0.61
C5 -3.96 -1.80 0.75
C6 -4.59 -2.78 1.49
C7 -4.06 -3.67 2.42
C8 -2.71 -3.82 2.71
C9 -1.61 -3.29 2.08
C10 -1.48 -2.36 1.01
N2 -0.37 -2.16 0.36
C11 0.82 -2.91 0.62
C12 2.00 -2.34 -0.18
C13 2.79 -1.27 0.57
N3 2.11 -0.01 0.56
C14 2.32 0.90 1.46
C15 3.10 0.76 2.63
C16 3.68 1.70 3.45
C17 3.79 3.07 3.26
C18 3.21 3.80 2.23
C19 2.23 3.42 1.34
C20 1.57 2.17 1.19
N4 0.39 1.98 0.69
C21 -0.48 3.03 0.26
C22 -1.65 3.30 1.23
H1 -1.78 1.26 1.88
H2 -2.94 2.35 2.64
H3 -4.12 2.42 0.34
H4 -4.25 0.98 1.37
H5 -2.47 1.31 -1.07
H6 -3.92 0.31 -0.94
H7 -4.62 -1.17 0.18
H8 -5.67 -2.82 1.37
H9 -4.76 -4.29 2.97
H10 -2.50 -4.50 3.54
H11 -0.66 -3.64 2.47
H12 0.67 -3.96 0.32
H13 1.09 -2.90 1.68
H14 1.60 -1.91 -1.10
H15 2.68 -3.16 -0.44
H16 3.77 -1.14 0.06
H17 3.01 -1.65 1.58
H18 3.26 -0.27 2.94
H19 4.20 1.31 4.33
H20 4.42 3.61 3.95
H21 3.52 4.84 2.16
H22 1.89 4.20 0.67
H23 -0.90 2.71 -0.70
H24 0.03 4.00 0.10
H25 -2.32 4.04 0.77
H26 -1.21 3.76 2.13
C23 0.86 -2.46 5.67
N5 0.56 -1.12 6.08
C24 0.64 -0.58 7.34
C25 0.25 0.71 7.26
N6 -0.07 0.97 5.95
C26 -0.52 2.21 5.38
C27 0.11 -0.16 5.22
Se1 -0.25 -0.43 3.47
H27 0.98 -3.09 6.55
H28 1.76 -2.47 5.07
H29 0.04 -2.83 5.06
H30 0.96 -1.16 8.18
H31 0.17 1.46 8.02
H32 -0.41 3.01 6.10
H33 -1.57 2.13 5.08
H34 0.07 2.43 4.49